{"formula": "C6H12O", "method": "ωB97M-V with the def2-TZVPD basis set", "elements": ["C", "C", "O", "C", "C", "C", "C", "H", "H", "H", "H", "H", "H", "H", "H", "H", "H", "H", "H"], "positions_angstrom": [[2.6268, -0.2579, -0.0137], [1.1014, -0.1033, 0.2464], [0.9650, -0.5233, 1.6159], [0.2234, 1.1263, -0.0679], [-1.1448, 1.2034, -1.0665], [-1.6991, 0.4018, -0.0149], [-1.8363, -1.1017, -0.1019], [2.9081, -0.0033, -1.0382], [2.8578, -1.3258, 0.1345], [3.2705, 0.2891, 0.6858], [0.6445, -0.8368, -0.4129], [0.2381, -0.0265, 2.0095], [0.2340, 1.8389, 0.7618], [-1.0550, 0.7315, -2.0492], [-1.5350, 2.2238, -1.1361], [-2.3273, 0.8844, 0.7362], [-1.5222, -1.4943, -1.0763], [-2.8572, -1.4729, 0.0818], [-1.1913, -1.5341, 0.6674]], "forces_ev_per_angstrom": [[-0.2522, 0.2700, -0.1350], [-0.5291, -0.2037, -0.6880], [-0.1742, 0.2557, -0.0356], [-2.8776, -1.0180, 0.2465], [1.9130, 0.2634, 0.4462], [1.2552, 0.0961, 0.6883], [0.3315, 0.0543, 0.0682], [-0.1200, 0.0701, 0.0618], [-0.1637, 0.3726, -0.0390], [-0.3920, 0.1323, -0.1298], [0.0329, -0.6553, -0.0001], [-0.0071, -0.0895, -0.1621], [-0.2803, 0.2752, -0.5139], [0.2681, 0.1420, 0.2641], [0.4439, -0.2295, -0.0162], [0.4273, 0.0352, -0.1185], [-0.0081, 0.1341, 0.1728], [0.2294, 0.4246, -0.0193], [-0.0972, -0.3295, -0.0906]], "nbo_charge": [-0.611, 0.044, -0.737, -0.251, -0.411, -0.152, -0.666, 0.208, 0.217, 0.212, 0.154, 0.473, 0.187, 0.217, 0.228, 0.210, 0.211, 0.228, 0.236], "de_lowest_ev": 3.465, "lumo_ev": 1.03, "total_energy_ev": -8460.8894, "homo_energy_ev": -8.09}